17
Properties=species:S:1:pos:R:3:mulliken_charge:R:1 method="wB97M-V/def2-TZVPD" charge=0 multiplicity=1 energy_ha=-731.3479 homo_lumo_gap_ha=0.3507 de_lowest_kcal_mol=33.5 max_force_ev_per_a=4.26
O -1.422 1.724 -0.280 -0.5577
B -0.203 2.323 0.161 0.6403
O 0.259 2.029 1.362 -0.5150
S 0.373 3.729 -0.803 -0.3488
H -2.039 1.238 0.247 0.2917
H -0.077 1.359 2.016 0.3358
H 0.719 4.487 0.249 0.1120
C 2.085 -0.343 -0.434 -1.4134
C 0.735 -0.930 -0.435 0.4891
C -0.379 -1.398 -0.259 0.4415
C -1.769 -1.746 -0.140 -1.5306
H 2.800 -0.818 -1.035 0.3733
H 2.405 -0.047 0.508 0.3314
H 2.090 0.531 -1.006 0.3423
H -2.311 -0.969 -0.527 0.3028
H -1.869 -2.573 -0.760 0.3568
H -1.853 -1.888 0.892 0.3486

---

48
Properties=species:S:1:pos:R:3:mulliken_charge:R:1 method="wB97M-V/def2-TZVPD" charge=0 multiplicity=1 energy_ha=-1185.1727 homo_lumo_gap_ha=0.2872 de_lowest_kcal_mol=451.8 max_force_ev_per_a=16.55
C -7.978 -0.311 -0.929 -1.0540
C -7.470 0.776 -0.037 -0.2076
O -6.253 1.510 -0.426 -0.4127
C -5.170 0.777 -0.201 1.2407
C -4.075 1.316 -0.803 -0.6844
C -2.893 0.897 -0.416 -0.3296
C -2.742 -0.358 0.366 0.2200
C -1.426 -0.667 0.288 0.6933
C -0.833 -2.087 0.884 -1.0506
C 0.571 -1.750 0.887 0.5920
C 1.585 -2.985 1.403 -1.6584
C 2.942 -2.544 1.011 -0.4321
C 3.162 -2.699 -0.668 -1.3071
C 3.982 -1.497 -0.974 0.7634
O 5.247 -1.646 -1.414 -0.7464
N 3.392 -0.358 -1.033 -0.0624
C 4.218 0.849 -1.519 -1.0265
C 4.188 1.552 -0.323 0.7490
C 3.358 2.046 0.699 0.2778
C 3.796 2.863 1.663 -0.9590
C 5.056 3.252 1.007 -0.2690
O 5.224 2.702 -0.247 -0.4261
N 0.867 -0.759 0.079 -0.2202
O -0.337 -0.104 0.043 -0.3350
C -3.793 -0.889 0.552 -0.7167
C -5.096 -0.377 0.396 -0.7471
H -7.958 0.040 -2.027 0.2776
H -7.208 -1.218 -0.993 0.2842
H -8.857 -0.873 -0.682 0.4010
H -7.612 0.254 1.017 0.2426
H -8.468 1.652 -0.123 0.2360
H -4.352 2.388 -1.131 0.2493
H -2.116 1.592 -0.600 0.3965
H -1.334 -2.756 1.638 0.1940
H 1.464 -2.796 2.460 0.4628
H 1.154 -3.689 1.089 0.9506
H 3.289 -1.346 1.135 0.1792
H 3.642 -3.072 1.609 0.4864
H 3.707 -3.651 -0.941 0.3228
H 2.255 -2.639 -0.841 0.7877
H 2.516 -0.179 -1.058 0.3768
H 3.598 1.262 -2.343 0.2656
H 5.197 0.779 -1.778 0.3443
H 2.390 1.217 0.880 -0.1074
H 3.503 3.318 2.488 0.5419
H 5.728 4.000 1.062 0.5164
H -3.710 -1.648 1.212 0.3311
H -5.843 -1.005 0.868 0.3692

---

26
Properties=species:S:1:pos:R:3:mulliken_charge:R:1 method="wB97M-V/def2-TZVPD" charge=0 multiplicity=1 energy_ha=-535.3262 homo_lumo_gap_ha=0.3426 de_lowest_kcal_mol=33.0 max_force_ev_per_a=2.00
C -1.461 0.953 1.288 -1.2923
C -0.977 0.340 -0.026 0.3075
C -0.655 1.485 -1.039 0.0782
N -0.630 1.057 -2.338 -0.4646
O -0.347 2.609 -0.697 -0.6298
N 0.138 -0.613 -0.083 0.4084
C -0.270 -2.000 0.006 -1.1529
C 1.194 -0.299 0.886 -1.1794
H -0.661 1.039 2.011 0.2446
H -2.154 0.256 1.771 0.3758
H -1.980 1.872 1.072 0.3989
H -1.808 -0.127 -0.568 0.3853
H -0.218 0.145 -2.475 0.3224
H -0.251 1.726 -2.992 0.2663
H -0.764 -2.359 -0.899 0.2500
H -0.872 -2.320 0.857 0.3704
H 0.628 -2.593 0.109 0.3808
H 1.834 0.524 0.563 0.4382
H 1.853 -1.145 1.058 0.4857
H 0.842 -0.115 1.901 0.0453
O 2.319 0.060 -2.085 -0.6676
H 1.914 0.130 -1.205 0.3056
H 2.829 0.868 -2.192 0.3080
O -0.038 -2.577 3.291 -0.5687
H 0.608 -1.891 3.503 0.2971
H -0.175 -3.101 4.080 0.2868